1.
ORCA calculation (the ωB97M-V functional and the def2-TZVPD basis) on a 4-piece molecular cluster, C15H38BN6O7 overall.

## Properties
- Spin multiplicity: 1
- Net charge: -1
- Gap between HOMO and LUMO: 7.03 eV

Positions of all 67 atoms, in Å:
N -1.202 0.827 4.260
C -1.157 0.547 3.140
O -1.283 0.264 1.891
C -2.154 -0.891 1.633
N -2.235 -1.048 0.188
B -0.978 -0.806 -0.523
N 0.020 -1.893 -0.788
O -0.689 0.452 -1.006
C -3.567 -0.774 2.272
O -4.176 0.295 2.109
O -3.924 -1.806 2.880
H -1.693 -1.767 2.105
H -2.524 -2.011 0.049
H -0.322 -2.549 -1.482
H 0.172 -2.404 0.077
H -0.105 0.919 -0.388
C 1.849 4.254 -0.592
C 2.354 3.075 0.234
C 3.856 3.135 0.544
O 4.698 2.794 -0.543
C 4.942 3.828 -1.476
N 1.976 1.831 -0.442
H 2.119 4.160 -1.644
H 0.761 4.303 -0.544
H 2.246 5.199 -0.217
H 1.833 3.104 1.196
H 4.071 2.393 1.317
H 4.138 4.114 0.952
H 4.990 4.812 -1.001
H 4.181 3.832 -2.259
H 5.904 3.624 -1.949
H 2.216 1.042 0.155
H 2.580 1.718 -1.251
C -7.155 -2.289 2.557
C -8.642 -1.954 2.571
C -9.320 -2.228 3.919
O -9.579 -3.595 4.194
C -8.473 -4.324 4.692
N -9.316 -2.657 1.470
H -6.977 -3.363 2.483
H -6.668 -1.825 1.702
H -6.649 -1.921 3.448
H -8.735 -0.879 2.385
H -10.303 -1.747 3.913
H -8.748 -1.778 4.741
H -7.835 -3.703 5.327
H -7.875 -4.746 3.883
H -8.866 -5.149 5.290
H -10.284 -2.350 1.420
H -9.381 -3.638 1.730
C 7.598 -1.148 -3.315
C 6.752 -0.039 -2.696
C 5.674 0.516 -3.638
O 6.163 1.388 -4.642
C 6.707 0.755 -5.782
N 7.641 1.014 -2.199
H 8.338 -0.755 -4.012
H 8.143 -1.681 -2.535
H 6.976 -1.872 -3.845
H 6.229 -0.470 -1.838
H 4.986 1.120 -3.040
H 5.081 -0.291 -4.087
H 6.176 -0.172 -6.019
H 7.772 0.544 -5.654
H 6.600 1.442 -6.622
H 7.086 1.698 -1.689
H 7.986 1.524 -3.008

Just the natural (NBO) charges please, in e? Sure, here they are:
1 N -0.44
2 C 0.57
3 O -0.51
4 C 0.17
5 N -0.90
6 B 1.21
7 N -1.16
8 O -0.94
9 C 0.71
10 O -0.73
11 O -0.77
12 H 0.15
13 H 0.38
14 H 0.38
15 H 0.37
16 H 0.52
17 C -0.61
18 C -0.09
19 C -0.07
20 O -0.56
21 C -0.25
22 N -0.83
23 H 0.20
24 H 0.23
25 H 0.20
26 H 0.20
27 H 0.19
28 H 0.16
29 H 0.17
30 H 0.17
31 H 0.18
32 H 0.36
33 H 0.36
34 C -0.61
35 C -0.09
36 C -0.07
37 O -0.56
38 C -0.25
39 N -0.82
40 H 0.19
41 H 0.24
42 H 0.23
43 H 0.19
44 H 0.17
45 H 0.17
46 H 0.18
47 H 0.17
48 H 0.17
49 H 0.34
50 H 0.35
51 C -0.61
52 C -0.08
53 C -0.08
54 O -0.55
55 C -0.25
56 N -0.83
57 H 0.20
58 H 0.22
59 H 0.20
60 H 0.20
61 H 0.19
62 H 0.17
63 H 0.17
64 H 0.16
65 H 0.19
66 H 0.36
67 H 0.35

---

2.
ORCA calculation (the ωB97M-V functional and the def2-TZVPD basis) on C48H33F3N3O6SSb2Se4Y as an isolated structure.

## Properties
- Spin multiplicity: 1
- Net charge: -2
- Gap between HOMO and LUMO: 6.19 eV

Positions of all 101 atoms, in Å:
Y 0.673 -0.731 0.551
O 2.792 -4.160 2.701
C 2.788 -3.357 3.783
C 2.762 -3.958 5.044
C 2.770 -3.184 6.182
C 2.813 -1.791 6.098
C 2.824 -1.192 4.858
C 2.810 -1.957 3.687
C 2.760 -1.304 2.362
O 2.669 -2.034 1.298
N 2.713 0.016 2.300
N 2.647 0.424 0.946
C 3.726 0.406 0.272
C 3.792 0.489 -1.186
C 4.921 1.071 -1.769
C 5.171 1.005 -3.124
C 4.286 0.273 -3.924
C 3.175 -0.326 -3.379
C 2.855 -0.220 -1.994
O 1.792 -0.795 -1.551
H 2.691 -3.566 1.921
H 2.676 -5.035 5.090
H 2.705 -3.666 7.150
H 2.785 -1.187 6.995
H 2.809 -0.116 4.757
H 4.669 0.229 0.799
H 5.620 1.585 -1.116
H 6.044 1.483 -3.550
H 4.476 0.171 -4.987
H 2.487 -0.899 -3.990
S -3.048 -3.277 -1.425
C -4.013 -2.787 -0.097
C -3.280 -2.592 1.022
C -1.884 -2.865 0.836
C -1.615 -3.271 -0.444
C -0.340 -3.713 -1.001
C -0.298 -4.778 -1.909
C 0.918 -5.206 -2.387
C 2.067 -4.570 -1.939
C 1.943 -3.517 -1.059
N 0.767 -3.074 -0.591
H -5.074 -2.649 -0.223
H -3.688 -2.290 1.977
H -1.222 -5.264 -2.188
H 0.972 -6.036 -3.082
H 3.051 -4.870 -2.270
H 2.814 -2.989 -0.708
O -1.650 0.375 4.150
C -2.796 0.418 3.468
C -4.028 0.235 4.103
C -5.204 0.306 3.384
C -5.188 0.552 2.013
C -3.972 0.675 1.370
C -2.774 0.615 2.081
C -1.507 0.569 1.327
O -0.410 0.940 1.812
O -1.520 0.052 0.147
H -1.701 -0.279 4.889
H -4.033 0.003 5.160
H -6.146 0.146 3.894
H -6.113 0.597 1.453
H -3.915 0.782 0.295
Se -4.237 -3.745 4.344
Sb -1.914 -3.772 4.872
Se -1.090 -2.126 6.386
Se -0.735 -5.842 4.829
Se -0.637 -2.645 2.245
F 3.156 6.414 -4.757
C 2.497 5.489 -4.010
C 1.436 5.901 -3.231
C 0.765 4.947 -2.473
C 1.149 3.608 -2.489
C 2.236 3.243 -3.282
C 2.915 4.176 -4.053
Sb 0.167 2.091 -1.328
C -0.938 1.339 -2.997
C -1.221 2.150 -4.096
C -1.934 1.664 -5.183
C -2.359 0.352 -5.148
F -3.058 -0.130 -6.209
C -2.105 -0.484 -4.081
C -1.389 0.021 -3.003
C -1.367 3.334 -0.519
C -2.686 3.247 -0.954
C -3.699 3.954 -0.317
C -3.366 4.744 0.762
F -4.347 5.436 1.392
C -2.072 4.849 1.233
C -1.077 4.129 0.588
H 1.144 6.943 -3.225
H -0.077 5.259 -1.866
H 2.571 2.213 -3.309
H 3.760 3.892 -4.667
H -0.871 3.176 -4.113
H -2.158 2.280 -6.044
H -2.469 -1.503 -4.083
H -1.210 -0.627 -2.155
H -2.939 2.607 -1.792
H -4.731 3.881 -0.632
H -1.863 5.455 2.104
H -0.066 4.172 0.977

Löwdin population analysis, charges in e, atoms 1 to 99:
1 Y 1.38
2 O 0.04
3 C -0.28
4 C -0.03
5 C -0.10
6 C -0.12
7 C -0.04
8 C -0.10
9 C -0.50
10 O -0.18
11 N 0.06
12 N -0.11
13 C -0.09
14 C -0.15
15 C -0.07
16 C -0.13
17 C -0.12
18 C -0.03
19 C -0.41
20 O -0.23
21 H 0.06
22 H 0.10
23 H 0.10
24 H 0.09
25 H 0.11
26 H 0.14
27 H 0.11
28 H 0.09
29 H 0.09
30 H 0.11
31 S 1.00
32 C -0.40
33 C -0.23
34 C -0.65
35 C -0.52
36 C -0.29
37 C -0.03
38 C -0.07
39 C -0.06
40 C -0.12
41 N 0.04
42 H 0.06
43 H 0.03
44 H 0.09
45 H 0.10
46 H 0.10
47 H 0.10
48 O 0.01
49 C -0.28
50 C -0.02
51 C -0.09
52 C -0.10
53 C -0.04
54 C -0.08
55 C -0.65
56 O -0.10
57 O -0.20
58 H -0.03
59 H 0.11
60 H 0.10
61 H 0.09
62 H 0.11
63 Se -0.16
64 Sb -0.21
65 Se -0.09
66 Se -0.21
67 Se 0.67
68 F 0.03
69 C -0.29
70 C -0.02
71 C -0.12
72 C -0.38
73 C -0.11
74 C -0.01
75 Sb 1.62
76 C -0.35
77 C -0.12
78 C -0.02
79 C -0.29
80 F 0.03
81 C -0.01
82 C -0.10
83 C -0.38
84 C -0.11
85 C -0.02
86 C -0.28
87 F 0.04
88 C -0.01
89 C -0.12
90 H 0.11
91 H 0.09
92 H 0.07
93 H 0.11
94 H 0.09
95 H 0.11
96 H 0.10
97 H 0.07
98 H 0.10
99 H 0.12

---

3.
ORCA calculation (the ωB97M-V functional and the def2-TZVPD basis) on an isolated molecule of C6H13N.

## Properties
- Spin multiplicity: 1
- SMILES: CCC/C(C)=N/C
- Gap between HOMO and LUMO: 10.29 eV

Positions of all 20 atoms, in Å:
C 0.717 -2.653 1.347
C 0.707 -1.322 0.597
N -0.523 0.621 -1.583
C -0.246 1.842 -2.309
C -0.537 0.613 -0.313
C -0.311 1.815 0.592
C -0.691 -0.730 0.369
H 0.402 -3.478 0.699
H 1.723 -2.884 1.714
H 0.045 -2.632 2.213
H 1.317 -0.589 1.142
H -1.140 2.139 -2.870
H 0.079 2.696 -1.699
H 0.536 1.631 -3.047
H -0.343 1.524 1.645
H 0.661 2.285 0.404
H -1.079 2.580 0.429
H 1.178 -1.444 -0.386
H -1.282 -1.391 -0.273
H -1.214 -0.623 1.329

Just the natural (NBO) charges please, in e? Sure, here they are:
1 C -0.61
2 C -0.39
3 N -0.43
4 C -0.44
5 C 0.32
6 C -0.71
7 C -0.44
8 H 0.21
9 H 0.21
10 H 0.20
11 H 0.19
12 H 0.21
13 H 0.17
14 H 0.21
15 H 0.22
16 H 0.23
17 H 0.23
18 H 0.21
19 H 0.22
20 H 0.20

---

4.
ORCA calculation (the ωB97M-V functional and the def2-TZVPD basis) on C20H22Cl5Ru as an isolated structure.

## Properties
- Spin multiplicity: 2
- Gap between HOMO and LUMO (spin up / spin down): 6.93 / 8.02 eV

Positions of all 48 atoms, in Å:
Ru -0.317 -0.478 -0.251
C -2.525 0.202 2.151
C -1.585 -0.750 1.475
C -2.037 -1.565 0.406
C -1.214 -2.573 -0.180
C -1.765 -3.511 -1.208
C 0.116 -2.639 0.250
C 0.619 -1.821 1.316
C 2.052 -1.959 1.741
C -0.248 -0.920 1.941
H -3.068 -0.327 2.938
H -3.251 0.599 1.443
H -1.991 1.036 2.596
H -3.041 -1.424 0.027
H -2.248 -4.354 -0.707
H -0.977 -3.898 -1.851
H -2.503 -3.017 -1.837
H 0.795 -3.315 -0.255
H 2.708 -2.062 0.876
H 2.175 -2.852 2.358
H 2.381 -1.099 2.321
H 0.123 -0.279 2.731
Cl -0.884 -1.555 -3.813
C -1.186 0.075 -3.254
C -1.136 0.348 -1.936
C -1.243 1.752 -1.446
Cl -0.565 2.711 1.043
C -1.269 2.808 -2.505
Cl -1.376 4.444 -1.983
C -1.355 2.467 -3.819
Cl -1.491 3.696 -5.025
C -1.345 1.102 -4.230
Cl -1.486 0.711 -5.893
C 1.685 3.027 -1.527
C 1.327 1.776 -0.723
C 1.687 0.529 -1.552
C 2.196 1.765 0.542
C -0.161 1.620 -0.346
H 2.768 3.070 -1.669
H 1.377 3.927 -0.994
H 1.220 3.030 -2.512
H 2.774 0.440 -1.635
H 1.262 0.543 -2.552
H 1.414 -0.460 -1.087
H 3.245 1.649 0.259
H 1.922 0.944 1.207
H 2.095 2.696 1.096
H -2.177 1.854 -0.870

Just the Löwdin charges please, in e? Sure, here they are:
1 Ru 1.09
2 C -0.06
3 C -0.36
4 C -0.11
5 C -0.33
6 C -0.07
7 C -0.09
8 C -0.35
9 C -0.04
10 C -0.08
11 H 0.09
12 H 0.09
13 H 0.04
14 H 0.13
15 H 0.09
16 H 0.07
17 H 0.07
18 H 0.13
19 H 0.09
20 H 0.09
21 H 0.08
22 H 0.13
23 Cl 0.66
24 C -0.71
25 C -0.24
26 C -0.38
27 Cl 0.65
28 C -0.66
29 Cl 0.71
30 C -0.72
31 Cl 0.67
32 C -0.70
33 Cl 0.67
34 C -0.05
35 C -0.62
36 C -0.05
37 C -0.09
38 C -0.67
39 H 0.09
40 H 0.07
41 H 0.07
42 H 0.11
43 H 0.09
44 H 0.06
45 H 0.09
46 H 0.05
47 H 0.06
48 H 0.13

---

5.
ORCA calculation (the ωB97M-V functional and the def2-TZVPD basis) on C30H25AgBrF5INO4 as an isolated structure.

## Properties
- Spin multiplicity: 1
- Net charge: -2
- Gap between HOMO and LUMO: 4.31 eV

Positions of all 68 atoms, in Å:
Ag 16.768 -13.255 6.182
I 19.294 -18.409 8.720
C 17.568 -17.255 8.374
C 16.369 -17.983 8.284
C 15.238 -17.328 7.746
C 15.424 -16.053 7.196
N 16.600 -15.403 7.257
C 17.596 -15.935 8.004
H 16.336 -19.002 8.620
H 14.270 -17.788 7.719
H 14.633 -15.424 6.715
H 18.348 -15.240 8.372
C 21.208 -15.394 4.387
C 20.417 -16.596 3.817
C 19.862 -17.471 4.977
C 19.347 -16.190 2.820
C 19.158 -16.806 1.609
C 18.288 -16.295 0.702
C 17.523 -15.140 0.939
C 17.527 -14.569 2.234
C 16.716 -13.323 2.564
C 15.327 -13.795 2.967
C 16.572 -12.330 1.381
C 18.436 -15.132 3.200
O 18.412 -14.724 4.392
H 22.103 -15.723 4.938
H 20.594 -14.909 5.150
H 21.615 -14.631 3.705
H 21.095 -17.279 3.252
H 19.218 -16.801 5.536
H 20.609 -17.855 5.686
H 19.349 -18.297 4.594
H 19.792 -17.661 1.389
H 18.142 -16.776 -0.218
H 16.986 -14.640 0.107
H 17.241 -12.798 3.423
H 14.872 -14.399 2.190
H 14.706 -12.918 3.179
H 15.366 -14.459 3.799
H 15.992 -12.854 0.583
H 17.576 -12.109 0.924
H 16.144 -11.365 1.689
Br 11.206 -14.985 8.359
C 11.310 -13.131 7.941
C 10.213 -12.376 8.416
C 10.348 -10.964 8.352
C 11.484 -10.412 7.718
C 12.524 -11.156 7.212
C 12.368 -12.565 7.275
C 13.455 -13.373 6.599
O 14.586 -12.844 6.733
O 13.129 -14.371 5.968
H 9.397 -12.888 8.889
H 9.747 -10.328 8.950
H 11.653 -9.325 7.759
H 13.422 -10.760 6.789
F 16.291 -6.782 2.609
C 16.672 -7.938 3.238
C 18.013 -8.338 3.275
F 18.920 -7.579 2.589
C 18.400 -9.521 3.894
F 19.669 -9.852 3.830
C 17.440 -10.406 4.530
O 17.838 -11.465 5.109
C 16.057 -9.918 4.503
F 15.114 -10.429 5.347
C 15.732 -8.699 3.929
F 14.496 -8.147 4.035

Just the natural (NBO) charges please, in e? Sure, here they are:
1 Ag 0.91
2 I 0.12
3 C -0.20
4 C -0.21
5 C -0.25
6 C 0.04
7 N -0.46
8 C 0.02
9 H 0.22
10 H 0.22
11 H 0.28
12 H 0.21
13 C -0.61
14 C -0.21
15 C -0.61
16 C -0.17
17 C -0.21
18 C -0.35
19 C -0.21
20 C -0.14
21 C -0.26
22 C -0.60
23 C -0.61
24 C 0.46
25 O -0.84
26 H 0.17
27 H 0.24
28 H 0.21
29 H 0.17
30 H 0.23
31 H 0.18
32 H 0.20
33 H 0.17
34 H 0.17
35 H 0.18
36 H 0.25
37 H 0.19
38 H 0.20
39 H 0.22
40 H 0.18
41 H 0.20
42 H 0.21
43 Br 0.02
44 C -0.05
45 C -0.24
46 C -0.24
47 C -0.23
48 C -0.16
49 C -0.15
50 C 0.76
51 O -0.82
52 O -0.71
53 H 0.21
54 H 0.20
55 H 0.20
56 H 0.26
57 F -0.33
58 C 0.17
59 C 0.25
60 F -0.33
61 C 0.25
62 F -0.31
63 C 0.30
64 O -0.78
65 C 0.20
66 F -0.32
67 C 0.27
68 F -0.32

---

6.
ORCA calculation (the ωB97M-V functional and the def2-TZVPD basis) on an isolated molecule of C2H4N2S2.

## Properties
- Spin multiplicity: 1
- SMILES: S/N=C\C=N\S
- Gap between HOMO and LUMO: 8.41 eV

Positions of all 10 atoms, in Å:
C 0.409 0.147 0.016
C -0.666 1.046 -0.026
H 3.786 0.341 0.424
H 0.189 -0.931 0.086
H -0.295 2.083 -0.066
H -3.886 -0.336 0.218
N 1.591 0.656 -0.019
N -1.917 0.863 0.012
S 2.847 -0.492 -0.023
S -2.595 -0.692 -0.012

Just the natural (NBO) charges please, in e? Sure, here they are:
1 C -0.01
2 C 0.03
3 H 0.12
4 H 0.18
5 H 0.20
6 H 0.13
7 N -0.49
8 N -0.51
9 S 0.20
10 S 0.17

---

Across the entries above, largest force on an atom takes the values 0.0200 0.0213 0.0063 0.0043 0.0482 0.0452 hartree/bohr, respectively.
Across the entries above, ΔE to the lowest compared entry with this formula, charge and spin takes the values 0.000 0.641 0.257 1.077 0.000 2.495 eV, respectively.